1.
The following is a DFT calculation (ωB97M-V with the def2-TZVPD basis set) of an isolated ion of composition C11H14N3 and charge +1 in a non-equilibrium geometry.

Geometry (Å):
H 0.0717 -3.5741 2.0080
N 0.3825 -2.9348 1.2265
C -0.3521 -2.0498 0.8945
C -0.1881 -1.3685 -0.4377
C -1.2719 -1.7378 -1.2917
N -1.8498 -1.0125 -2.1721
C -2.0312 0.2570 -2.5669
N -1.9988 1.2719 -1.7264
C -1.3860 1.1552 -0.4537
C -1.5575 1.7966 0.7006
C -0.4663 1.4313 1.5648
C 0.4159 0.5725 1.0886
C 1.7483 0.2114 1.6494
C 0.1643 0.1306 -0.2800
C 1.2051 0.6784 -1.3642
H -1.2830 -1.7457 1.3058
H 0.8555 -1.7822 -0.6755
H -1.6964 -2.7297 -1.1058
H -2.2003 0.4078 -3.6700
H -2.1697 2.1990 -2.1049
H -2.2796 2.6121 1.0224
H -0.3133 1.9169 2.5622
H 1.7039 0.1352 2.7132
H 2.3800 1.1285 1.2721
H 2.2482 -0.6353 1.2600
H 2.0423 -0.0244 -1.3699
H 1.4460 1.6796 -1.0178
H 0.6680 0.7159 -2.2444

Forces on the atoms, in the same order (eV/Å):
H 0.5 1.4 -0.6
N 2.7 -5.0 2.0
C -3.6 2.8 -1.7
C 4.6 1.0 1.1
C -1.1 0.4 -1.1
N -0.7 0.6 -0.5
C 1.1 -1.4 -0.3
N 0.2 0.1 0.1
C 2.2 -2.1 -0.8
C -0.6 1.2 -0.1
C 0.1 1.2 2.8
C 1.3 -1.3 -0.5
C 0.6 3.0 -0.6
C -3.8 2.6 -2.3
C -0.9 -0.8 3.6
H -1.1 0.0 1.3
H -1.5 -0.1 -0.7
H 0.0 0.1 -0.3
H 0.1 0.1 1.4
H -0.3 -0.1 0.1
H 0.8 -1.4 -0.8
H -0.3 -0.5 -1.0
H 0.3 0.2 0.7
H -0.6 -1.7 1.2
H 0.1 -1.1 -0.6
H 0.1 0.4 -0.3
H 0.5 0.0 -0.3
H -0.6 0.0 -2.3

Output
molar mass: 188.3 g mol⁻¹
HOMO-LUMO gap: 7.35 eV
relative energy (zero: lowest compared OMol25 entry of this formula, charge and spin): 78.43 kcal/mol
total charge: +1
highest occupied orbital energy: -12.2 eV

2.
The following is a DFT calculation (ωB97M-V with the def2-TZVPD basis set) of C11H14N8O2Pd as an isolated structure in a non-equilibrium geometry.

Geometry (Å):
Pd -0.0456 0.8207 0.3991
N -0.0667 1.8715 2.7550
N -0.0309 3.2619 2.5803
C 0.0113 3.7584 1.3504
N 0.0453 5.0441 1.1168
N 0.0062 2.7831 0.3904
N 0.0074 2.9988 -0.9210
O 0.0299 4.0211 -1.4898
O -0.0247 1.8482 -1.4975
H -0.8980 1.6274 3.2887
H 0.7412 1.5963 3.3089
H -0.0301 3.8642 3.3963
H 0.0416 5.7219 1.8715
H 0.0759 5.4054 0.1729
N 0.0112 -2.6989 -0.5125
C 1.2601 -2.2049 -0.5371
C 2.2795 -3.1918 -0.7579
C 3.5851 -2.7753 -0.9683
C 3.7967 -1.4190 -0.9505
C 2.7071 -0.4880 -0.6448
N 1.4771 -0.8487 -0.4291
C -1.2445 -2.2041 -0.5122
C -2.2577 -3.1868 -0.7380
C -3.5681 -2.7735 -0.9423
C -3.7882 -1.4205 -0.9165
C -2.7071 -0.4906 -0.6035
N -1.4739 -0.8503 -0.3898
H 0.0097 -3.7199 -0.5817
H 2.0275 -4.2492 -0.7967
H 4.3826 -3.4819 -1.1552
H 4.7842 -1.0107 -1.1439
H 2.9280 0.5680 -0.5840
H -2.0015 -4.2424 -0.7914
H -4.3619 -3.4832 -1.1330
H -4.7777 -1.0155 -1.1044
H -2.9310 0.5641 -0.5294

Forces on the atoms, in the same order (eV/Å):
Pd -0.4 2.5 -0.4
N 0.0 -0.7 -0.1
N 0.0 0.0 0.0
C 0.0 0.4 0.3
N 0.0 -0.2 -0.2
N 0.2 -0.2 0.2
N 0.0 -0.1 -0.5
O 0.0 0.3 0.0
O 0.0 -0.8 0.6
H -0.1 0.0 0.0
H 0.1 -0.1 0.0
H 0.0 0.0 0.1
H 0.0 0.0 0.0
H 0.0 0.1 -0.1
N 0.0 -0.2 0.0
C 0.0 0.1 0.0
C 0.1 0.3 0.0
C -0.3 -0.1 0.1
C -0.2 0.7 0.1
C 0.6 -0.3 -0.1
N 0.2 -1.2 -0.1
C -0.1 0.1 0.0
C 0.0 0.2 0.0
C 0.3 -0.1 0.1
C 0.2 0.7 0.1
C -0.6 -0.3 -0.1
N 0.1 -1.3 0.0
H 0.0 0.0 0.0
H 0.0 0.0 0.0
H 0.1 0.0 0.0
H 0.0 0.1 0.0
H 0.1 0.1 0.0
H 0.0 0.0 0.0
H -0.1 -0.1 0.0
H 0.0 0.1 0.0
H -0.1 0.1 0.0

Output
molar mass: 396.7 g mol⁻¹
HOMO-LUMO gap (alpha / beta): 5.47 / 5.47 eV
relative energy (zero: lowest compared OMol25 entry of this formula, charge and spin): 16.86 kcal/mol
total charge: +4
highest occupied orbital energy (alpha / beta): -22.9 / -22.9 eV

3.
The following is a DFT calculation (ωB97M-V with the def2-TZVPD basis set) of an isolated ion of composition C11H14NO and charge +1 in a non-equilibrium geometry.

Geometry (Å):
O 0.0503 0.8653 -0.9316
N -0.8251 -0.2100 -0.2019
C -0.9383 -0.0243 1.2877
C 0.4926 -0.0295 1.7356
C 1.1805 1.1807 1.8552
C 2.5770 1.1816 1.9841
C 3.2612 -0.0360 2.0839
C 2.5549 -1.2443 2.1023
C 1.1605 -1.2339 1.9991
C -1.8143 1.1732 1.6014
C -3.0647 0.7892 1.9418
C -3.2706 -0.6686 1.9814
C -1.8127 -1.2460 1.8167
H 0.4061 0.5689 -1.7935
H -0.2996 -1.1003 -0.2283
H -1.8172 0.0234 -0.4712
H 0.6596 2.1283 1.7412
H 3.1073 2.1212 1.9971
H 4.3668 -0.0359 2.1809
H 3.0809 -2.1863 2.1953
H 0.6123 -2.1844 2.0253
H -1.3782 2.1513 1.6450
H -3.9066 1.4887 2.0677
H -3.8985 -1.0521 1.1703
H -3.7426 -1.0196 2.9154
H -1.4900 -1.6623 2.7651
H -1.7961 -2.0460 1.0804

Forces on the atoms, in the same order (eV/Å):
O -1.7 -1.1 2.3
N 0.9 2.2 -1.7
C 0.2 0.1 2.2
C 0.5 0.3 1.4
C 0.7 -0.2 -0.6
C -0.6 -0.7 0.2
C 0.4 0.1 0.1
C -0.2 0.5 0.2
C 0.2 -0.1 -0.8
C -0.6 -1.0 0.5
C 0.3 1.5 -0.8
C 0.7 -1.3 -0.1
C -0.8 0.8 -0.9
H -0.6 -0.9 0.3
H -0.9 0.0 -1.2
H 1.1 -1.2 -0.9
H 0.2 -0.2 0.0
H 0.1 0.0 0.1
H -0.9 0.0 -0.1
H 0.0 0.1 0.1
H 0.3 0.4 0.0
H -0.3 0.4 -0.3
H 0.6 -0.3 0.3
H -0.2 0.3 0.1
H 0.3 0.2 -0.3
H 0.5 0.3 0.0
H -0.1 -0.3 0.0

Output
molar mass: 176.2 g mol⁻¹
HOMO-LUMO gap: 8.99 eV
relative energy (zero: lowest compared OMol25 entry of this formula, charge and spin): 26.46 kcal/mol
total charge: +1
highest occupied orbital energy: -12.8 eV

4.
The following is a DFT calculation (ωB97M-V with the def2-TZVPD basis set) of one molecule with the formula C11H14O2.

Geometry (Å):
C 3.0796 2.1321 2.1915
C 2.6249 0.7934 2.7621
C 1.1431 0.7665 3.1392
C 0.2114 0.8385 1.9301
C 0.2343 -0.4321 1.1032
O 0.7672 -1.4484 1.4935
C -0.4376 -0.3793 -0.2186
C -1.2550 0.6724 -0.6362
C -1.8503 0.6500 -1.8786
C -1.6382 -0.4244 -2.7414
O -2.2381 -0.3991 -3.9551
C -0.8273 -1.4802 -2.3342
C -0.2420 -1.4543 -1.0871
H 2.6058 2.3388 1.2346
H 4.1560 2.1270 2.0353
H 2.8381 2.9416 2.8781
H 3.2094 0.5788 3.6596
H 2.8242 -0.0016 2.0425
H 0.9259 1.6023 3.8086
H 0.9368 -0.1618 3.6751
H -0.8179 0.9808 2.2722
H 0.4706 1.6863 1.2956
H -1.4450 1.5126 0.0130
H -2.4877 1.4554 -2.2074
H -2.0174 -1.1966 -4.4524
H -0.6618 -2.3183 -2.9985
H 0.3852 -2.2692 -0.7578

Forces on the atoms, in the same order (eV/Å):
C 0.0 -0.2 0.1
C -0.1 0.1 0.1
C 0.0 -0.1 -0.2
C 0.3 -0.2 0.5
C -0.1 0.2 0.0
O 0.0 0.0 0.0
C -0.1 -0.3 -0.4
C 0.2 -0.2 0.1
C -0.1 -0.1 -0.4
C 0.2 0.0 0.4
O -0.1 0.0 -0.2
C -0.1 0.0 -0.1
C 0.0 0.1 0.1
H 0.0 0.1 -0.1
H 0.1 0.1 -0.1
H 0.0 0.1 0.0
H 0.0 -0.1 0.0
H 0.1 -0.1 0.1
H 0.0 0.0 0.0
H 0.0 0.1 0.1
H -0.1 0.1 -0.1
H -0.1 0.1 -0.1
H 0.0 0.1 0.1
H -0.1 0.1 0.0
H 0.0 0.1 0.1
H 0.0 -0.1 -0.1
H 0.0 -0.1 0.0

Output
molar mass: 178.2 g mol⁻¹
HOMO-LUMO gap: 9.49 eV
relative energy (zero: lowest compared OMol25 entry of this formula, charge and spin): 0.00 kcal/mol
highest occupied orbital energy: -8.9 eV